# 1
109
Properties=species:S:1:pos:R:3:lowdin_charge:R:1 method="wB97M-V/def2-TZVPD" orbital_gap_ev=5.015 lumo_energy_ev=2.057 homo_ev=-2.96 charge=-1
C 1.1279 3.4700 2.2100 -0.21
C 1.3750 2.2414 1.3319 -0.45
P 0.2720 0.8346 1.8668 0.81
C -1.0723 0.6965 0.6806 -0.67
P -2.6246 0.4557 1.5027 0.63
C -2.7630 2.0053 2.5052 -0.37
O -2.3798 -0.6857 2.7650 -0.44
C 1.3490 -0.6596 1.6743 -0.45
C 2.4386 -0.7149 2.7563 -0.19
H 1.7759 4.3037 1.9165 0.05
H 0.0931 3.8106 2.1248 0.05
H 1.3167 3.2438 3.2618 0.05
H 2.4362 1.9753 1.4036 0.05
H 1.1587 2.5112 0.2942 0.04
H -0.9083 -0.1339 -0.0157 -0.05
H -1.9158 2.1084 3.1920 -0.01
H -2.7142 2.8259 1.7907 0.01
H -3.7105 2.0193 3.0471 0.01
H -2.3670 -0.2528 3.6234 0.00
H 0.6699 -1.5053 1.8025 0.06
H 1.7944 -0.7367 0.6751 0.07
H 3.2341 -0.0025 2.5231 0.05
H 1.9939 -0.3855 3.6999 0.05
H 2.8474 -1.7177 2.8846 0.03
C 0.0480 2.0042 -4.0196 -0.08
C -0.8313 2.0569 -2.7714 -0.44
C -2.3327 2.1091 -3.0754 -0.20
O -2.8007 3.3789 -3.5263 -0.21
C -2.6191 3.6350 -4.9008 -0.12
N -0.3918 3.1638 -1.9263 0.05
H 0.1113 2.9744 -4.5157 0.06
H 1.0627 1.7155 -3.7438 0.07
H -0.3291 1.2745 -4.7412 0.07
H -0.6650 1.1373 -2.2041 0.12
H -2.8774 1.9029 -2.1510 0.12
H -2.6144 1.3318 -3.8011 0.12
H -2.7402 2.7244 -5.4986 0.09
H -1.6365 4.0693 -5.1075 0.07
H -3.3746 4.3597 -5.2102 0.08
H -0.8916 3.1035 -1.0394 0.05
H -0.7077 4.0268 -2.3625 0.06
C -6.1048 3.6714 -1.9543 -0.06
C -6.0147 2.4988 -2.9231 -0.43
C -7.1543 2.4481 -3.9497 -0.21
O -8.3960 1.9804 -3.4506 -0.19
C -9.1858 2.9508 -2.7974 -0.12
N -5.8905 1.2603 -2.1554 0.06
H -6.8716 3.5116 -1.1948 0.06
H -5.1534 3.7914 -1.4375 0.08
H -6.3267 4.6035 -2.4801 0.08
H -5.0891 2.6258 -3.4909 0.11
H -6.8759 1.7400 -4.7352 0.12
H -7.2911 3.4290 -4.4274 0.12
H -9.0812 3.9332 -3.2697 0.09
H -8.9331 3.0369 -1.7376 0.07
H -10.2264 2.6336 -2.8757 0.08
H -5.7031 0.4809 -2.7792 0.07
H -6.7906 1.0458 -1.7354 0.07
C 4.5945 -6.6077 4.8229 -0.06
C 4.7995 -5.0988 4.9026 -0.43
C 3.5437 -4.2770 4.5836 -0.21
O 3.2249 -4.2030 3.2112 -0.20
C 2.4712 -5.2807 2.6939 -0.10
N 5.9387 -4.7249 4.0585 0.04
H 4.5390 -6.9549 3.7906 0.07
H 5.4285 -7.1242 5.2976 0.05
H 3.6757 -6.9076 5.3323 0.08
H 5.0690 -4.8574 5.9369 0.13
H 3.7237 -3.2435 4.8928 0.12
H 2.6789 -4.6409 5.1547 0.12
H 1.7656 -5.6657 3.4365 0.09
H 3.1115 -6.0968 2.3466 0.07
H 1.9088 -4.9017 1.8412 0.09
H 6.1452 -3.7392 4.1927 0.07
H 5.6372 -4.7898 3.0897 0.07
C -4.1410 8.4680 -9.4840 -0.07
C -3.5786 8.3795 -8.0693 -0.44
C -2.7962 7.0890 -7.7917 -0.21
O -3.6006 5.9445 -7.5916 -0.20
C -4.0206 5.2769 -8.7641 -0.11
N -4.6637 8.5975 -7.1100 0.04
H -5.0121 7.8248 -9.6110 0.06
H -4.4588 9.4887 -9.6960 0.07
H -3.3930 8.1823 -10.2264 0.08
H -2.8659 9.2013 -7.9466 0.13
H -2.2432 7.2199 -6.8579 0.12
H -2.0591 6.8989 -8.5837 0.12
H -3.2535 5.3201 -9.5436 0.09
H -4.9551 5.6876 -9.1555 0.07
H -4.1932 4.2337 -8.5000 0.09
H -4.2807 8.6552 -6.1710 0.07
H -5.2439 7.7629 -7.0987 0.07
C 9.2634 -9.3596 8.7882 -0.07
C 8.7827 -9.7616 7.3980 -0.44
C 8.2170 -8.5970 6.5746 -0.21
O 6.9187 -8.1849 6.9523 -0.21
C 6.8585 -7.2734 8.0316 -0.10
N 7.8369 -10.8737 7.5234 0.04
H 8.4285 -9.1875 9.4677 0.06
H 9.8716 -10.1554 9.2176 0.07
H 9.8673 -8.4508 8.7507 0.08
H 9.6508 -10.1337 6.8446 0.13
H 8.1242 -8.9271 5.5365 0.12
H 8.9021 -7.7392 6.5820 0.12
H 7.7119 -6.5888 8.0231 0.09
H 6.8140 -7.7858 8.9962 0.08
H 5.9432 -6.6927 7.9147 0.08
H 7.5995 -11.2217 6.5992 0.07
H 6.9644 -10.5010 7.8886 0.07

***

# 2
57
Properties=species:S:1:pos:R:3:nbo_charge:R:1 method="wB97M-V/def2-TZVPD" orbital_gap_ev=8.135 lumo_energy_ev=2.697 homo_ev=-5.44 charge=-1
I -0.9188 2.3054 -1.0378 -0.92
C -2.5558 -1.4062 0.1984 -0.65
C -2.0193 -1.9178 1.5365 0.12
C -1.9014 -3.4661 1.4727 -0.40
C -0.7302 -3.9487 0.6172 -0.41
C 0.5373 -3.3314 1.1749 -0.39
C 0.5168 -1.7960 1.2745 0.11
N -0.7163 -1.3672 1.9207 -0.19
O -0.8427 0.0410 2.0130 -0.61
C 1.7108 -1.3579 2.1188 -0.60
C 0.7610 -1.2441 -0.1570 -0.66
C -3.0181 -1.6328 2.6349 -0.60
H -3.5449 -1.8307 -0.0096 0.20
H -1.9793 -1.8152 -0.6323 0.21
H -2.6272 -0.3217 0.1622 0.24
H -1.8792 -3.9026 2.4686 0.20
H -2.8172 -3.7358 0.9355 0.20
H -0.8504 -3.7751 -0.4491 0.21
H -0.6861 -5.0235 0.8247 0.20
H 1.4126 -3.6044 0.5811 0.21
H 0.6957 -3.7228 2.1859 0.20
H 1.8224 -1.9908 3.0050 0.20
H 2.6488 -1.4514 1.5714 0.20
H 1.5878 -0.3258 2.4470 0.23
H 1.7067 -1.6586 -0.5179 0.21
H 0.0190 -1.5755 -0.8866 0.21
H 0.8559 -0.1647 -0.2949 0.24
H -2.6871 -2.0619 3.5815 0.21
H -3.9449 -2.1618 2.3840 0.19
H -3.2800 -0.5831 2.7523 0.23
H -0.7766 0.4017 1.1101 0.48
C 0.9247 3.1190 2.4269 -0.11
C 2.3181 2.6308 2.7271 -0.09
O 3.1651 3.7162 3.1028 -0.74
O 0.9199 4.0842 1.3849 -0.76
H 0.5539 3.6149 3.3303 0.17
H 0.2302 2.3129 2.1845 0.20
H 2.7723 2.1664 1.8419 0.15
H 2.2820 1.9197 3.5516 0.18
H 2.9976 4.4133 2.4576 0.47
H 0.7378 3.6072 0.5574 0.49
C -2.9515 1.5425 -5.0579 0.78
O -3.7047 1.3915 -6.0042 -0.68
N -1.7779 0.8344 -4.9104 -0.86
N -3.1526 2.4428 -4.0370 -0.86
H -1.1442 1.0596 -4.1626 0.41
H -1.4772 0.4445 -5.7851 0.40
H -2.7567 2.2586 -3.1244 0.42
H -4.0461 2.9031 -4.0420 0.39
C 3.4315 1.4217 -3.0669 0.77
O 3.3170 0.7550 -4.0871 -0.68
N 2.3555 1.7820 -2.3180 -0.85
N 4.6398 1.8732 -2.5922 -0.86
H 1.4491 1.4958 -2.6495 0.42
H 2.3580 2.2661 -1.4388 0.40
H 4.6316 2.7586 -2.1193 0.38
H 5.4275 1.6117 -3.1553 0.39

***

# 3
58
Properties=species:S:1:pos:R:3:nbo_charge:R:1 method="wB97M-V/def2-TZVPD" orbital_gap_ev="6.842 / 7.544" lumo_energy_ev="-0.679 / -0.667" multiplicity=3 homo_ev="-7.52 / -8.21" relative_energy_kcal_mol=2.3
W -0.1293 -0.6974 0.8448 1.76
N -1.9596 0.0926 -0.1643 -0.81
C -2.4671 1.3774 0.3632 -0.32
C -1.7090 1.8180 1.6069 0.66
O -1.9467 2.9108 2.1100 -0.66
N -0.8167 0.9081 2.0192 -0.72
C -0.0058 1.2174 3.1756 -0.36
C 1.3994 0.7066 2.9110 0.80
O 2.3639 1.0293 3.5597 -0.61
O 1.4875 -0.0696 1.8345 -0.78
H -1.6590 0.1770 -1.1329 0.44
H -2.6694 -0.6329 -0.1466 0.41
H -3.5213 1.2941 0.6248 0.23
H -2.3774 2.1569 -0.3919 0.23
H -0.3814 0.7288 4.0802 0.24
H 0.0284 2.2895 3.3730 0.24
N -0.7299 -8.5830 -0.2879 -0.79
C -0.1734 -7.3219 -0.1489 0.20
C 0.8917 -6.9239 -0.9625 -0.29
C 1.4739 -5.6831 -0.7987 -0.14
C 0.9980 -4.8212 0.1811 -0.34
C -0.0409 -5.2164 1.0150 -0.16
C -0.6253 -6.4556 0.8506 -0.27
S 1.7314 -3.2425 0.4059 2.33
O 1.4476 -2.8230 1.7651 -0.93
O 3.0854 -3.3042 -0.0531 -0.92
N 0.8375 -2.1470 -0.4323 -0.97
C 0.6009 -2.2766 -1.7729 0.58
N 1.2588 -3.2028 -2.4789 -0.49
C 0.9838 -3.2768 -3.7708 0.11
C 0.0736 -2.4418 -4.3995 -0.36
C -0.5590 -1.5251 -3.5809 0.11
N -0.3237 -1.4370 -2.2784 -0.53
H -0.5989 -9.0304 -1.1794 0.38
H -1.6569 -8.7019 0.0847 0.38
H 1.2664 -7.6017 -1.7204 0.21
H 2.2981 -5.3679 -1.4221 0.25
H -0.3612 -4.5649 1.8147 0.23
H -1.4283 -6.7663 1.5079 0.21
H 1.5193 -4.0389 -4.3283 0.20
H -0.1341 -2.5069 -5.4565 0.23
H -1.2947 -0.8352 -3.9830 0.19
S 0.7809 0.9325 -0.9236 -0.15
C 1.4269 2.2133 0.0570 0.12
N 2.5970 1.9945 0.6980 -0.47
C 3.1928 2.8735 1.5207 0.11
C 2.6325 4.1071 1.7131 -0.27
C 1.4312 4.3950 1.0653 -0.10
C 0.8357 3.4615 0.2427 -0.25
H 2.9582 1.0470 0.6409 0.47
H 4.0891 2.5313 2.0140 0.25
H 3.1032 4.8135 2.3790 0.24
H 0.9455 5.3485 1.2250 0.24
H -0.1071 3.6646 -0.2398 0.25
O -2.7872 -3.0508 2.3569 -0.35
N -1.8742 -2.4222 1.9168 0.72
O -1.0859 -1.7415 2.6216 -0.45
O -1.6554 -2.3194 0.6564 -0.51

***

# 4
65
Properties=species:S:1:pos:R:3:nbo_charge:R:1 method="wB97M-V/def2-TZVPD" orbital_gap_ev="6.847 / 7.945" lumo_energy_ev="-3.125 / -3.838" multiplicity=3 homo_ev="-9.97 / -11.78" relative_energy_kcal_mol=0.0 charge=+1
Pt 0.6702 0.5641 0.0569 1.03
C 2.6973 2.5940 1.4043 -0.43
N 2.4284 2.2192 0.0060 -0.46
C 2.1684 3.4274 -0.7811 -0.42
C 3.5561 1.4809 -0.5710 -0.24
C 3.7173 0.1018 0.0446 -0.24
N 2.5195 -0.7415 -0.1345 -0.49
C 2.5166 -1.8231 0.8653 -0.42
C 2.4886 -1.3238 -1.4860 -0.43
H 3.6684 3.0971 1.4906 0.19
H 2.6813 1.7231 2.0550 0.22
H 1.9267 3.2737 1.7602 0.23
H 3.0046 4.1317 -0.7037 0.20
H 1.2689 3.9202 -0.4160 0.21
H 2.0232 3.1694 -1.8301 0.21
H 4.4925 2.0356 -0.4275 0.21
H 3.3869 1.3942 -1.6461 0.21
H 3.9081 0.1961 1.1130 0.22
H 4.5898 -0.3834 -0.4058 0.21
H 3.4455 -2.4020 0.8205 0.20
H 1.6803 -2.4921 0.6671 0.21
H 2.4032 -1.3988 1.8617 0.22
H 3.3410 -1.9938 -1.6441 0.21
H 2.5273 -0.5362 -2.2378 0.21
H 1.5685 -1.8914 -1.6215 0.22
O -0.7174 3.1779 2.9434 -0.59
C -0.5691 2.4109 2.0138 0.73
O 0.0299 1.2703 2.0391 -0.74
C -1.1730 2.7953 0.6608 0.14
C -2.1343 3.8138 0.5699 -0.24
C -2.7180 4.0595 -0.6401 -0.09
C -2.3427 3.3052 -1.7755 -0.13
C -2.9218 3.4769 -3.0531 -0.15
C -2.5081 2.7190 -4.1111 -0.20
C -1.4906 1.7571 -3.9468 -0.19
C -0.9112 1.5616 -2.7248 -0.18
C -1.3342 2.3225 -1.6139 0.21
N -0.7823 2.1035 -0.3860 -0.52
H -2.3807 4.3649 1.4661 0.27
H -3.4703 4.8321 -0.7456 0.23
H -3.7023 4.2181 -3.1735 0.23
H -2.9581 2.8489 -5.0859 0.23
H -1.1759 1.1743 -4.8025 0.23
H -0.1362 0.8183 -2.5725 0.20
C -3.2151 -4.3777 0.7054 -1.09
Ge -1.3814 -4.2843 1.4034 1.60
C -1.1877 -5.3424 3.0449 -1.08
C -0.0669 -4.7706 0.0186 -1.09
C -1.0313 -2.3609 1.8495 -1.02
Se -1.2153 -1.2678 0.2410 0.39
C -2.7323 -0.2122 0.8207 -0.78
H -3.4090 -5.3635 0.2827 0.24
H -3.3707 -3.6372 -0.0799 0.23
H -3.9362 -4.2045 1.5044 0.24
H -1.1514 -6.4027 2.7948 0.24
H -2.0458 -5.1712 3.6945 0.24
H -0.2816 -5.0884 3.5938 0.24
H -0.2737 -5.7694 -0.3651 0.25
H 0.9499 -4.7681 0.4142 0.23
H -0.1249 -4.0709 -0.8174 0.23
H -0.0346 -2.2117 2.2591 0.24
H -1.7468 -1.9790 2.5764 0.25
H -3.5499 -0.9005 1.0209 0.24
H -3.0121 0.4681 0.0196 0.23
H -2.4657 0.3423 1.7167 0.24